one.
6 unconnected molecules or ions with the total composition CH14O6. Source: the Open Molecules 2025 dataset; level of theory: ωB97M-V with the def2-TZVPD basis set.

Output
**LUMO energy**: 0.31 eV
**Highest occupied orbital energy**: -11.1 eV
**Gap between HOMO and LUMO**: 0.41982 Eh

```
! RIJCOSX wB97M-V def2-TZVPD def2/J DEFGRID3
* xyz 0 1
C 0.919 2.766 1.026
O -0.284 1.963 0.800
H 1.287 2.576 2.037
H 1.666 2.314 0.373
H 0.541 3.752 0.838
H -0.152 1.044 1.026
H 0.740 -0.374 -1.399
H 0.180 0.732 -0.576
O 0.316 0.491 -1.517
H -0.632 -2.225 0.270
H 0.655 -2.700 -0.406
O 0.334 -2.088 0.266
H -2.607 -1.997 -0.814
H -2.507 -1.496 0.643
O -2.401 -2.264 0.089
H 2.032 -1.310 0.646
H 3.231 -0.467 1.156
O 2.998 -1.283 0.708
H -1.370 -0.127 -1.514
H -2.606 0.751 -2.039
O -2.340 -0.061 -1.612
*
```

---

two.
6 unconnected molecules or ions with the total composition CH14O6. Source: the Open Molecules 2025 dataset; level of theory: ωB97M-V with the def2-TZVPD basis set.

Output
**LUMO energy**: 0.30 eV
**Highest occupied orbital energy**: -10.3 eV
**Gap between HOMO and LUMO**: 0.39086 Eh

```
! RIJCOSX wB97M-V def2-TZVPD def2/J DEFGRID3
* xyz 0 1
C -1.131 -0.902 -2.637
O -1.018 0.340 -2.022
H -0.890 -1.015 -3.681
H -2.143 -1.368 -2.508
H -0.613 -1.715 -2.080
H -0.127 0.659 -1.810
H 1.920 2.515 2.604
H 1.219 1.901 1.450
O 2.107 2.193 1.713
H 1.245 -0.712 1.215
H 2.498 -0.270 1.929
O 2.208 -0.814 1.182
H -0.541 -1.274 2.848
H -1.453 -0.270 2.205
O -0.517 -0.535 2.220
H 2.171 0.401 -0.497
H 1.783 1.836 -0.660
O 1.657 0.991 -1.111
H -3.455 -0.948 -0.401
H -2.162 -0.193 -0.235
O -2.758 -0.818 0.272
*
```

---

Last place for stability: one

---

one.
A single C4H4O2S molecule. Source: the Open Molecules 2025 dataset; level of theory: ωB97M-V with the def2-TZVPD basis set.

Output
**LUMO energy**: 0.54 eV
**Highest occupied orbital energy**: -8.7 eV
**Gap between HOMO and LUMO**: 0.34067 Eh

```
! RIJCOSX wB97M-V def2-TZVPD def2/J DEFGRID3
* xyz 0 1
C 0.142 -1.022 0.088
C 1.530 -1.233 -0.125
C 2.065 0.021 0.028
C -0.126 0.242 0.118
H -1.727 -1.697 -0.380
H 1.921 -2.238 -0.408
H 3.169 0.331 -0.118
H -2.162 1.221 1.304
O -0.865 -1.937 -0.190
O 1.054 0.994 0.044
S -1.523 1.367 0.007
*
```

---

two.
2 unconnected molecules or ions with the total composition C4H4O2S. Source: the Open Molecules 2025 dataset; level of theory: ωB97M-V with the def2-TZVPD basis set.

Output
**LUMO energy (spin up / spin down)**: -0.88 / -2.04 eV
**Highest occupied orbital energy (spin up / spin down)**: -9.8 / -9.3 eV
**Gap between HOMO and LUMO (spin up / spin down)**: 0.32643 / 0.26856 Eh

```
! RIJCOSX wB97M-V def2-TZVPD def2/J DEFGRID3
* xyz 0 1
C -1.364 -2.431 -0.116
C -0.792 -1.445 -0.467
C 0.302 1.313 1.474
C 0.494 2.009 0.331
O -0.350 0.110 -2.649
O 1.583 -0.851 -1.268
S 0.252 -0.228 -1.322
H -1.834 -3.333 0.303
H 0.417 1.742 2.516
H 0.265 0.276 1.350
H 1.028 2.839 -0.152
*
```

---

Last place for stability: two